Record 1
Density functional theory data (ωB97M-V with the def2-TZVPD basis set) for a structure of composition C43H49AlN2OP2S.

XYZ file:
```
99
Properties=species:S:1:pos:R:3:mulliken_charge:R:1
Al -0.374 0.391 0.353 -0.34
C 2.367 -2.841 0.492 -1.30
C 2.863 -1.384 0.529 -1.02
P 1.850 -0.292 -0.569 1.84
C 2.621 1.348 -0.709 0.68
C 3.357 1.715 -1.838 -1.10
C 3.896 2.989 -1.933 -0.85
C 3.713 3.907 -0.909 -0.83
C 2.969 3.557 0.209 -1.16
C 2.413 2.289 0.303 0.33
C 2.051 -1.090 -2.187 1.01
C 0.999 -1.402 -3.041 -0.12
C 1.242 -2.042 -4.248 -1.10
C 2.536 -2.376 -4.611 -0.71
C 3.594 -2.075 -3.763 -0.81
C 3.355 -1.440 -2.557 -0.71
C 0.891 -2.904 0.894 1.46
P -0.234 -3.395 -0.499 0.06
C -1.668 -2.307 -0.128 -0.14
C -1.758 -1.428 0.968 -0.46
C -2.892 -0.621 1.154 0.03
C -3.927 -0.664 0.244 -0.92
C -3.835 -1.513 -0.859 -0.71
C -2.718 -2.311 -1.048 -0.82
C -0.791 -5.042 0.044 0.68
C -0.030 -6.123 -0.397 -0.27
C -0.323 -7.407 0.038 -0.68
C -1.390 -7.619 0.898 -0.51
C -2.166 -6.549 1.323 -0.76
C -1.867 -5.262 0.902 -0.46
H 2.983 -3.454 1.148 0.58
H 2.511 -3.224 -0.521 0.27
H 3.895 -1.331 0.179 0.92
H 2.842 -0.983 1.541 0.22
H 3.510 1.014 -2.646 0.41
H 4.467 3.263 -2.811 0.47
H 4.151 4.894 -0.980 0.45
H 2.827 4.266 1.014 0.53
H 1.833 2.039 1.182 0.05
H -0.018 -1.169 -2.772 0.46
H 0.415 -2.287 -4.900 0.50
H 2.724 -2.878 -5.551 0.44
H 4.607 -2.337 -4.039 0.47
H 4.195 -1.218 -1.910 0.46
H 0.622 -1.883 1.149 -2.09
H 0.695 -3.483 1.796 0.97
H -1.075 -1.516 1.804 1.15
H -2.963 -0.005 2.043 0.70
H -4.816 -0.067 0.401 0.53
H -4.651 -1.560 -1.570 0.48
H -2.665 -2.969 -1.909 0.49
H 0.790 -5.961 -1.088 0.39
H 0.274 -8.241 -0.304 0.41
H -1.623 -8.621 1.234 0.40
H -3.004 -6.716 1.986 0.42
H -2.479 -4.435 1.243 0.32
C -3.826 2.583 -2.322 -0.61
N -2.502 3.189 -2.441 0.41
C -2.244 4.469 -2.885 -0.26
C -0.901 4.626 -2.907 -0.62
N -0.367 3.435 -2.477 0.37
C -1.345 2.570 -2.181 -0.85
S -1.139 0.905 -1.759 0.18
H -4.563 3.309 -2.651 0.30
H -4.011 2.308 -1.287 0.18
H -3.880 1.696 -2.949 0.33
H -3.032 5.150 -3.155 0.46
H -0.295 5.468 -3.189 0.46
H 0.616 3.220 -2.389 0.12
C -2.972 2.899 1.120 -0.79
C -1.834 3.691 1.754 0.21
C -0.760 4.100 0.748 -0.87
C -1.230 3.053 2.989 0.16
C -1.397 3.773 4.169 -1.74
C -0.846 3.359 5.363 -1.45
C -0.078 2.215 5.366 -1.50
C 0.142 1.454 4.218 0.66
C 1.113 0.299 4.400 0.50
C 2.448 0.602 3.724 -1.13
C 0.561 -1.067 4.016 -1.94
C -0.476 1.867 3.021 0.89
O -0.338 1.102 1.862 1.23
H -3.554 3.544 0.457 0.59
H -3.649 2.517 1.885 0.52
H -2.615 2.049 0.535 -0.49
H -2.288 4.619 2.107 0.75
H -0.347 3.234 0.226 -0.30
H 0.066 4.600 1.253 0.44
H -1.170 4.791 0.008 0.47
H -1.980 4.685 4.139 0.46
H -0.993 3.928 6.270 0.43
H 0.388 1.890 6.288 0.45
H 1.315 0.255 5.471 0.92
H 2.351 0.583 2.641 -0.25
H 3.205 -0.131 4.014 0.44
H 2.810 1.591 4.006 0.45
H 0.260 -1.070 2.976 0.73
H -0.306 -1.326 4.625 0.47
H 1.317 -1.843 4.158 0.46
```

Properties
LUMO = -5.6 eV
E = -3175.671543 hartree
relative energy (zero: lowest compared OMol25 entry of this formula, charge and spin) = 18.50 kcal per mole
HOMO-LUMO gap = 0.2748 Ha
strongest force on any atom = 0.4 eV/A
2S+1 = 1
charge = +2
HOMO = -13.04 eV

=====

Record 2
Density functional theory data (ωB97M-V with the def2-TZVPD basis set) for a cluster of 8 separate species, C43H49BrN11O3 in total.

XYZ file:
```
107
Properties=species:S:1:pos:R:3:mulliken_charge:R:1
C -3.156 2.213 -2.411 -0.43
C -3.977 1.394 -1.332 -0.34
O -3.225 0.204 -0.984 -0.36
C -2.651 0.294 0.288 -0.53
N -1.186 -0.128 0.256 0.86
N -0.751 -0.429 -0.949 -0.85
C 0.525 -0.784 -0.894 0.29
O 1.094 -1.075 -2.160 -0.33
C 0.274 -1.915 -2.843 0.52
N -0.516 -2.618 -3.302 -0.46
C 1.424 -0.919 0.243 0.98
C 2.859 -1.362 0.114 0.61
C 3.893 -0.864 1.056 -0.57
C 5.219 -1.392 0.857 -0.32
N 5.684 -2.247 -0.078 -0.47
C 4.761 -2.716 -0.950 -0.52
C 3.379 -2.307 -0.851 -0.17
C 0.851 -0.566 1.541 -0.67
C -0.530 -0.142 1.424 0.53
C -1.277 0.314 2.715 -0.16
C -0.345 0.494 3.956 -0.03
O 0.215 1.528 4.082 -0.43
Br -0.051 -0.932 5.292 -0.10
H -3.701 2.143 -3.391 0.33
H -3.077 3.296 -2.152 0.29
H -2.139 1.777 -2.573 -0.15
H -4.911 1.050 -1.847 0.32
H -4.306 2.009 -0.460 0.33
H -2.629 1.360 0.655 0.31
H -3.242 -0.351 0.994 0.16
H 3.645 -0.142 1.870 0.42
H 5.982 -1.036 1.595 0.34
H 5.109 -3.426 -1.737 0.34
H 2.667 -2.741 -1.593 0.21
H 1.426 -0.629 2.483 0.31
H -1.802 1.299 2.572 0.18
H -2.035 -0.476 2.985 0.51
N 2.397 -4.082 3.062 0.17
C 2.231 -5.343 3.577 -0.61
C 3.115 -6.176 2.943 -0.50
C 3.847 -5.391 2.014 -0.67
C 3.386 -4.105 2.110 -0.25
H 1.876 -3.270 3.340 0.11
H 1.501 -5.535 4.346 0.42
H 3.226 -7.232 3.127 0.44
H 4.626 -5.732 1.350 0.52
H 3.671 -3.204 1.586 0.48
N 0.308 1.894 -3.854 0.11
C 0.000 3.199 -4.145 -0.67
C 0.365 3.437 -5.444 -0.26
C 0.909 2.232 -5.960 -0.95
C 0.858 1.298 -4.959 -0.27
H 0.153 1.446 -2.969 0.21
H -0.449 3.840 -3.404 0.45
H 0.254 4.374 -5.968 0.49
H 1.293 2.068 -6.954 0.41
H 1.165 0.265 -4.935 0.43
N -1.587 6.987 -5.642 0.05
C -1.655 7.804 -6.738 -0.52
C -0.654 8.735 -6.633 -0.39
C 0.049 8.466 -5.430 -0.43
C -0.547 7.381 -4.842 -0.44
H -2.204 6.216 -5.454 0.19
H -2.409 7.654 -7.494 0.38
H -0.449 9.521 -7.342 0.39
H 0.898 9.007 -5.041 0.41
H -0.323 6.857 -3.927 0.36
N 6.724 -5.987 -2.863 0.00
C 6.513 -5.767 -4.199 -0.42
C 6.223 -6.971 -4.785 -0.44
C 6.254 -7.956 -3.764 -0.40
C 6.562 -7.320 -2.590 -0.48
H 6.960 -5.282 -2.188 0.22
H 6.590 -4.775 -4.615 0.37
H 6.012 -7.128 -5.831 0.40
H 6.070 -9.013 -3.878 0.39
H 6.682 -7.698 -1.588 0.38
N -2.444 4.464 3.527 0.00
C -3.625 4.827 4.114 -0.64
C -4.552 5.019 3.122 -0.42
C -3.908 4.757 1.886 -0.49
C -2.610 4.414 2.168 -0.68
H -1.589 4.265 4.016 0.23
H -3.702 4.919 5.186 0.53
H -5.580 5.314 3.267 0.43
H -4.347 4.812 0.902 0.50
H -1.790 4.142 1.521 0.56
N -0.031 -4.947 0.590 0.17
C -0.256 -4.709 -0.744 -0.03
C -0.522 -5.911 -1.345 -0.61
C -0.461 -6.910 -0.340 -0.60
C -0.160 -6.286 0.842 -0.43
H 0.194 -4.249 1.276 0.17
H -0.213 -3.717 -1.157 0.02
H -0.740 -6.057 -2.392 0.45
H -0.621 -7.969 -0.470 0.42
H -0.024 -6.677 1.837 0.41
N -5.538 3.794 7.265 0.07
C -5.947 2.588 7.768 -0.46
C -6.014 2.700 9.132 -0.44
C -5.637 4.026 9.467 -0.52
C -5.351 4.678 8.295 -0.32
H -5.398 4.000 6.292 0.20
H -6.153 1.757 7.112 0.36
H -6.304 1.917 9.815 0.39
H -5.581 4.454 10.455 0.39
H -5.032 5.690 8.106 0.35
```

Properties
LUMO = -5.8 eV
E = -5069.498423 hartree
relative energy (zero: lowest compared OMol25 entry of this formula, charge and spin) = 37.53 kcal per mole
HOMO-LUMO gap = 0.1433 Ha
strongest force on any atom = 4.1 eV/A
2S+1 = 1
charge = +1
HOMO = -9.70 eV

=====

Record 3
Density functional theory data (ωB97M-V with the def2-TZVPD basis set) for a structure of composition C43H49EuI2N7OPS2.

XYZ file:
```
106
Properties=species:S:1:pos:R:3:mulliken_charge:R:1
Eu -0.131 0.213 -0.172 0.63
N 3.639 -0.909 0.654 -0.21
C 3.504 -1.412 2.019 -1.43
C 2.171 -1.063 2.723 -0.62
N 1.499 0.208 2.383 1.96
C 0.435 0.450 3.370 -0.52
C -0.759 -0.484 3.284 -1.28
N -1.515 -0.249 2.039 0.43
C 2.451 1.336 2.462 -1.40
C 2.079 2.464 1.515 0.15
N 1.857 1.906 0.165 -0.24
H 2.919 -1.300 0.050 -0.31
H 4.534 -1.189 0.272 0.28
H 4.334 -1.012 2.607 0.47
H 3.601 -2.504 2.073 0.47
H 2.371 -1.084 3.805 0.34
H 1.461 -1.864 2.518 0.22
H 0.063 1.466 3.225 -0.28
H 0.846 0.392 4.389 0.49
H -1.384 -0.267 4.152 0.59
H -0.452 -1.532 3.345 0.42
H -1.929 0.683 2.155 -0.92
H -2.332 -0.853 2.051 0.30
H 3.427 0.979 2.158 0.48
H 2.521 1.720 3.487 0.28
H 2.894 3.195 1.524 0.65
H 1.169 2.968 1.826 -0.77
H 2.704 1.403 -0.101 0.20
H 1.723 2.674 -0.487 0.33
I 1.357 -6.865 -3.865 0.05
C 1.441 -5.013 -2.866 -0.69
C 2.059 -3.930 -3.466 -0.14
C 2.048 -2.717 -2.808 0.11
I 3.069 -1.080 -3.628 -0.02
C 1.410 -2.508 -1.563 -0.68
O 1.375 -1.336 -0.978 0.33
C 0.860 -3.666 -0.965 0.87
C 0.303 -3.545 0.424 -1.48
N -0.802 -2.573 0.546 0.07
C -1.992 -2.996 -0.210 -1.27
C -1.810 -2.737 -1.685 0.58
C -2.095 -3.709 -2.631 -1.01
C -1.889 -3.425 -3.970 -0.55
C -1.398 -2.176 -4.309 -1.05
C -1.149 -1.262 -3.300 0.09
N -1.358 -1.525 -2.008 0.81
C 0.874 -4.888 -1.613 -0.45
H 2.556 -4.028 -4.421 0.43
H -0.009 -4.540 0.769 0.55
H 1.107 -3.202 1.080 0.10
H -1.051 -2.554 1.527 0.27
H -2.845 -2.407 0.139 0.41
H -2.219 -4.057 -0.049 0.42
H -2.448 -4.683 -2.319 0.46
H -2.092 -4.169 -4.729 0.45
H -1.209 -1.905 -5.338 0.52
H -0.769 -0.278 -3.534 0.01
H 0.433 -5.753 -1.132 0.51
S -3.170 2.359 3.759 -0.61
P -2.134 3.613 2.639 1.03
S -1.145 2.924 1.020 0.00
C -3.220 4.986 2.106 0.56
C -2.705 6.039 1.357 -0.25
C -3.523 7.096 0.993 -0.78
C -4.859 7.106 1.370 -0.48
C -5.377 6.052 2.109 -0.60
C -4.558 4.994 2.477 -0.60
C -0.856 4.464 3.658 0.61
C 0.208 5.125 3.048 -0.47
C 1.201 5.708 3.820 -0.66
C 1.148 5.622 5.205 -0.52
C 0.095 4.959 5.816 -0.65
C -0.907 4.383 5.045 -0.65
H -1.668 6.023 1.044 0.32
H -3.119 7.916 0.412 0.39
H -5.497 7.932 1.084 0.39
H -6.419 6.054 2.403 0.41
H -4.957 4.169 3.052 0.34
H 0.266 5.157 1.968 0.30
H 2.022 6.226 3.339 0.42
H 1.930 6.069 5.806 0.41
H 0.053 4.882 6.895 0.43
H -1.729 3.858 5.514 0.38
C -4.821 2.877 -0.415 -0.45
C -4.041 3.715 -1.202 -0.65
C -2.864 3.267 -1.769 -0.16
C -2.412 1.955 -1.556 -0.64
C -3.234 1.110 -0.793 0.35
C -4.407 1.571 -0.217 -0.90
N -1.145 1.502 -1.913 1.22
C -0.531 1.989 -3.052 -0.05
C -1.213 2.455 -4.193 -0.21
C -0.526 2.839 -5.331 -0.83
C 0.860 2.783 -5.389 -0.57
C 1.551 2.310 -4.285 -1.34
C 0.870 1.912 -3.148 0.00
H -5.729 3.243 0.045 0.42
H -4.344 4.745 -1.346 0.33
H -2.240 3.957 -2.321 0.50
H -2.919 0.079 -0.636 0.16
H -5.003 0.906 0.398 0.39
H -2.294 2.487 -4.186 0.53
H -1.085 3.183 -6.193 0.39
H 1.390 3.084 -6.283 0.39
H 2.632 2.240 -4.312 0.56
H 1.419 1.492 -2.312 0.47
```

Properties
LUMO (alpha / beta) = -1.3 / 0.0 eV
<S²> = 12.028
E = -4570.117048 hartree
relative energy (zero: lowest compared OMol25 entry of this formula, charge and spin) = 2.73 kcal per mole
HOMO-LUMO gap (alpha / beta) = 0.1971 / 0.2480 Ha
strongest force on any atom = 0.7 eV/A
2S+1 = 7
charge = 0
HOMO (alpha / beta) = -6.69 / -6.73 eV

=====

Record 4
Density functional theory data (ωB97M-V with the def2-TZVPD basis set) for a structure of composition C43H49I2O13PS7Tm.

XYZ file:
```
116
Properties=species:S:1:pos:R:3:mulliken_charge:R:1
Tm 0.453 0.922 -0.004 -0.56
O 0.034 -0.547 1.900 0.51
S 0.220 -0.459 3.379 0.55
C -1.460 -0.354 4.158 -1.53
C -2.544 -0.924 3.258 -0.51
C -3.223 0.188 2.454 0.24
C -4.062 -0.362 1.313 -1.03
S -3.267 -0.007 -0.344 0.06
O -1.835 0.202 -0.041 0.40
C -3.994 1.650 -0.639 0.46
C -3.146 2.667 -1.037 0.44
C -3.628 3.942 -1.279 -0.70
C -4.986 4.190 -1.172 -0.81
C -5.848 3.154 -0.844 -0.72
C -5.361 1.884 -0.585 -0.82
C 0.354 -2.216 3.885 0.68
C 0.062 -3.270 3.042 0.00
C 0.181 -4.574 3.496 -0.91
C 0.591 -4.816 4.797 -0.51
C 0.893 -3.755 5.639 -0.80
C 0.783 -2.455 5.184 -0.21
H -1.610 0.707 4.336 0.56
H -1.369 -0.881 5.106 0.79
H -3.287 -1.468 3.850 0.50
H -2.091 -1.630 2.558 0.19
H -2.426 0.820 2.051 -0.46
H -3.829 0.816 3.115 0.44
H -5.070 0.041 1.286 0.44
H -4.109 -1.450 1.346 0.56
H -2.090 2.478 -1.130 -0.01
H -2.933 4.722 -1.554 0.56
H -5.375 5.184 -1.345 0.40
H -6.912 3.341 -0.785 0.38
H -6.051 1.085 -0.356 0.52
H -0.233 -3.071 2.023 -0.19
H -0.059 -5.380 2.821 0.46
H 0.685 -5.829 5.160 0.39
H 1.209 -3.941 6.656 0.41
H 1.029 -1.618 5.823 0.52
O -0.139 4.574 -1.061 -0.70
S 0.440 3.566 -0.206 2.34
O -0.561 2.681 0.385 -0.63
O 1.497 2.789 -0.838 -0.74
C 1.114 4.511 1.175 -0.62
C 1.344 5.866 0.989 -0.85
C 1.729 6.665 2.054 -0.68
C 1.881 6.106 3.316 -0.74
C 1.663 4.751 3.498 -0.69
C 1.280 3.959 2.428 -0.71
S 1.081 2.201 2.683 1.55
O 1.802 1.897 3.904 -0.93
O -0.340 1.926 2.834 -0.55
O 1.690 1.587 1.516 -0.06
H 1.212 6.270 -0.002 0.63
H 1.907 7.720 1.901 0.42
H 2.180 6.723 4.150 0.42
H 1.780 4.260 4.451 0.60
I 0.855 -1.926 -0.516 -0.20
I -0.672 -4.316 -0.654 -0.55
O 0.021 0.491 -2.036 1.60
C -0.094 0.355 -3.410 1.48
C -0.843 1.549 -3.968 -0.53
C -2.060 1.580 -4.581 -0.64
C -2.511 2.893 -4.834 -0.78
C -1.631 3.832 -4.403 -0.76
S -0.238 3.140 -3.665 0.24
C -0.855 -0.914 -3.769 -0.95
C -0.678 -1.787 -4.799 -0.73
C -1.556 -2.894 -4.740 -0.78
C -2.385 -2.836 -3.670 -0.79
S -2.100 -1.437 -2.704 0.66
C 1.257 0.215 -4.082 -0.13
C 1.766 0.836 -5.181 -0.53
C 3.022 0.319 -5.569 -0.90
C 3.436 -0.692 -4.759 -0.96
S 2.324 -0.999 -3.488 0.34
H -2.611 0.698 -4.856 0.63
H -3.451 3.118 -5.310 0.44
H -1.716 4.900 -4.472 0.51
H 0.058 -1.653 -5.572 0.60
H -1.554 -3.695 -5.458 0.43
H -3.116 -3.546 -3.346 0.49
H 1.260 1.630 -5.701 0.66
H 3.587 0.690 -6.410 0.44
H 4.343 -1.263 -4.832 0.45
C 6.022 -0.220 -1.998 -1.32
C 5.189 1.024 -1.685 1.35
C 5.886 1.852 -0.603 -1.38
C 5.003 1.871 -2.947 -1.47
O 3.878 0.684 -1.259 0.32
P 3.450 -0.523 -0.295 -0.61
O 3.963 -1.858 -0.656 -1.01
O 1.948 -0.338 -0.302 2.27
O 4.006 0.005 1.133 0.19
C 4.377 -0.851 2.208 1.81
C 5.757 -1.448 1.913 -2.03
C 3.356 -1.974 2.381 -1.96
C 4.413 0.038 3.454 -1.53
H 6.950 0.070 -2.487 0.46
H 5.466 -0.895 -2.644 0.14
H 6.248 -0.760 -1.082 0.25
H 6.887 2.128 -0.935 0.47
H 5.958 1.275 0.315 0.10
H 5.310 2.752 -0.406 0.24
H 5.960 2.269 -3.278 0.49
H 4.323 2.692 -2.740 0.18
H 4.574 1.267 -3.743 0.21
H 5.706 -2.019 0.988 0.31
H 6.056 -2.107 2.724 0.51
H 6.499 -0.656 1.802 0.33
H 3.392 -2.645 1.523 0.33
H 2.364 -1.535 2.462 0.21
H 3.552 -2.548 3.288 0.72
H 5.212 0.773 3.366 0.40
H 4.574 -0.564 4.345 0.37
H 3.470 0.572 3.552 0.15
```

Properties
LUMO (alpha / beta) = 2.1 / 2.1 eV
<S²> = 2.002
E = -7455.646425 hartree
HOMO-LUMO gap (alpha / beta) = 0.2657 / 0.2658 Ha
strongest force on any atom = 7.1 eV/A
2S+1 = 3
charge = -1
HOMO (alpha / beta) = -5.09 / -5.09 eV

=====

Q: The lowest E belongs to which entry?
A: C43H49I2O13PS7Tm